(1)
A molecular structure, C23H39Cl2MnN4O4 at a distorted geometry, computed with ωB97M-V/def2-TZVPD.

The net charge is -1. The electronic energy is -95000.9823 eV. The value obtained for the gap between HOMO and LUMO (spin up / spin down) is 3.3 / 4.5 eV. The calculation puts the HOMO energy (spin up / spin down) at -0.88 / -2.08 eV. The energy above the lowest of the compared OMol25 structures with the same formula, charge and spin is 0.0 kJ/mol. Its multiplicity is 6. The lowest unoccupied orbital energy (spin up / spin down) is 0.08937 / 0.08915 Eh.

Atoms and positions in Å:
Mn 0.06 0.46 -0.37
Cl 1.74 -0.26 -1.61
Cl -1.43 -0.79 -1.35
O 1.39 1.58 0.74
O -2.72 -2.97 -2.41
O -1.34 1.47 0.74
O 0.08 -1.04 1.57
N 2.15 -1.93 2.01
N 3.29 2.81 1.07
N -3.22 1.47 2.04
N 1.12 -0.50 3.53
C 3.41 -1.75 2.69
C -1.92 -4.90 -4.47
C 4.47 3.46 0.49
C -3.57 -5.03 -6.73
C 3.15 -1.67 4.18
C 2.17 -2.64 0.75
C -1.54 -5.68 -5.57
C -2.42 0.92 1.13
C 0.12 4.78 -1.96
C 1.08 -1.16 2.34
C -2.35 -5.74 -6.71
C 2.50 2.04 0.33
C -3.94 -4.26 -5.63
C -0.17 2.25 -1.79
C -3.10 -4.15 -4.51
C 0.03 0.40 3.81
C -3.43 -3.23 -3.36
C 3.00 3.17 2.46
C -4.33 0.71 2.61
C -0.31 1.87 -3.21
C -3.12 2.87 2.43
C 2.22 -0.52 4.47
C -0.06 3.45 -1.25
H -4.03 3.41 2.12
H 2.88 4.25 2.54
H -1.29 1.41 -3.37
H -4.89 -3.71 -5.64
H 2.85 1.82 -0.68
H -0.93 -0.12 3.68
H 2.89 -2.20 0.05
H 0.43 1.09 -3.45
H 4.37 4.56 0.54
H 0.11 0.76 4.84
H -4.25 -0.34 2.30
H 4.09 -1.52 4.71
H 0.06 4.66 -3.05
H 1.17 -2.59 0.29
H 3.91 -0.82 2.36
H 2.70 -2.60 4.52
H -4.46 -2.80 -3.45
H -0.09 3.57 -0.16
H -0.61 -6.24 -5.54
H 1.08 5.24 -1.71
H -4.29 0.76 3.71
H -0.17 2.72 -3.90
H 1.79 -0.63 5.47
H -2.05 -6.33 -7.57
H -0.66 5.49 -1.64
H -4.21 -5.08 -7.61
H 0.04 1.27 3.13
H -2.71 -0.05 0.72
H -2.24 3.32 1.96
H 2.75 0.44 4.43
H 2.44 -3.69 0.93
H 3.86 2.89 3.09
H 2.10 2.65 2.79
H -1.29 -4.86 -3.58
H -5.29 1.11 2.28
H 4.56 3.16 -0.56
H -3.05 2.94 3.52
H 4.06 -2.60 2.45
H 5.38 3.18 1.03

(2)
2 unconnected molecules or ions with the total composition C23H39Cl3NO5S at a distorted geometry, computed with ωB97M-V/def2-TZVPD.

The net charge is +1. The electronic energy is -84603.2093 eV. The value obtained for the gap between HOMO and LUMO is 9.1 eV. The calculation puts the HOMO energy at -11.89 eV. The lowest unoccupied orbital energy is -0.10243 Eh.

Atoms and positions in Å:
Cl -2.28 -4.01 3.72
Cl -4.29 -5.94 2.89
Cl -4.91 -3.10 2.87
S -1.97 -0.23 -2.35
O -1.42 -0.90 -3.49
O 1.22 1.80 0.18
O -2.59 2.22 1.36
O -2.65 0.93 -2.86
O 3.45 -2.71 2.86
N -0.66 0.22 -1.22
C 1.57 3.35 -1.61
C 2.89 -2.62 -0.88
C 0.94 4.05 -2.62
C -2.47 1.44 0.17
C 3.39 -2.18 0.52
C 2.25 5.99 -2.06
C 2.17 -2.53 3.43
C -0.03 1.41 -1.92
C 2.75 -1.34 -1.81
C -0.12 1.91 0.63
C 1.27 1.88 -1.24
C 1.26 -1.25 -2.25
C 2.89 5.27 -1.07
C -1.07 0.75 0.15
C -1.06 -0.25 1.34
C 3.36 -3.31 1.56
C -4.01 -4.39 3.68
C 0.36 -0.88 -1.05
C 2.56 3.96 -0.85
C -3.21 -1.35 -1.71
C 1.30 5.36 -2.83
C -2.03 -1.44 1.34
C -3.67 1.79 2.19
H -0.06 -0.64 1.58
H -3.30 0.73 0.18
H 0.81 5.95 -3.60
H 0.17 3.57 -3.22
H 1.01 -2.28 -2.54
H 0.13 1.20 -2.98
H -4.37 -4.46 4.70
H 3.06 3.41 -0.06
H 3.41 -1.52 -2.66
H 1.05 -0.66 -0.23
H 2.78 -1.35 0.91
H -3.38 0.86 2.70
H -0.72 2.26 -1.94
H 4.43 -1.85 0.40
H 1.52 -1.97 2.74
H -0.50 2.89 0.28
H 4.26 -3.93 1.48
H -3.06 -1.19 1.08
H -2.74 -2.21 -1.21
H 2.09 1.30 -1.67
H -3.84 2.59 2.93
H -2.55 2.18 -0.64
H -2.08 -1.83 2.37
H -4.00 -0.89 -1.11
H 1.91 -3.11 -0.76
H 2.24 -1.95 4.36
H 1.15 -0.66 -3.17
H -3.68 -1.77 -2.61
H 1.71 -3.50 3.69
H -0.20 -1.78 -0.76
H -4.62 1.66 1.65
H 3.62 -3.32 -1.29
H -1.30 0.35 2.22
H 3.04 -0.50 -1.17
H 3.68 5.71 -0.46
H 2.46 -3.94 1.51
H 2.51 7.04 -2.22
H -1.70 -2.28 0.72
H -0.11 1.98 1.71

(3)
3 unconnected molecules or ions with the total composition C23H39ClO6 at a distorted geometry, computed with ωB97M-V/def2-TZVPD.

The electronic energy is -49289.3297 eV. The value obtained for the gap between HOMO and LUMO is 8.8 eV. The calculation puts the HOMO energy at -9.17 eV. As for the SMILES: CC[C@@H](Cl)C1=C(CCCCCCCOC)C(=O)OC1=O.C1CCOC1.C1CCOC1. The lowest unoccupied orbital energy is -0.01318 Eh.

Atoms and positions in Å:
Cl 1.84 1.10 1.18
O -1.89 3.01 1.47
O 0.78 -2.22 -1.85
O -1.21 -2.98 -1.16
O 5.17 0.30 -4.98
O -5.16 0.13 -0.80
O 2.25 -0.54 -1.81
C 4.54 0.15 1.78
C -5.53 -0.69 0.29
C 0.26 -2.09 0.44
C -0.46 -2.53 1.66
C -2.94 -0.86 2.10
C 1.33 -1.35 0.24
C 1.58 -1.25 -1.24
C -0.71 5.02 1.10
C -1.58 5.19 2.33
C 5.70 -0.79 -5.75
C 3.96 -0.12 -4.33
C 3.70 -0.87 0.96
C -4.59 -1.92 0.43
C -0.54 -1.48 2.79
C -3.94 -2.01 1.82
C 2.20 -0.69 1.26
C -2.00 -1.30 3.26
C -0.18 -2.52 -0.95
C -4.27 1.19 -0.47
C 4.93 -2.03 -5.33
C -0.65 3.51 0.96
C -2.58 4.05 2.17
C 3.57 -1.45 -4.96
H 6.77 -0.88 -5.57
H -5.62 -0.14 1.23
H -1.47 -2.81 1.35
H 2.98 -1.27 -5.86
H 5.52 -0.26 2.05
H 5.54 -0.56 -6.81
H -0.52 3.18 -0.07
H -4.69 2.11 -0.89
H 4.05 -1.86 1.26
H 4.88 -2.79 -6.11
H 0.16 3.08 1.56
H 4.72 1.04 1.18
H -3.27 1.03 -0.86
H -0.09 -0.52 2.54
H -2.33 -2.25 3.69
H 0.28 5.47 1.19
H 0.00 -1.87 3.66
H -2.00 -0.55 4.05
H -3.44 -2.98 1.95
H -3.43 4.36 1.56
H -2.06 6.17 2.41
H 3.94 -0.70 -0.09
H 2.99 -2.08 -4.29
H -6.53 -1.05 0.06
H -2.36 -0.61 1.21
H 3.20 0.65 -4.45
H 4.06 0.40 2.72
H -5.16 -2.83 0.22
H -4.69 -1.95 2.61
H -1.20 5.46 0.23
H -3.47 0.04 2.42
H -3.80 -1.82 -0.32
H -4.21 1.36 0.61
H -2.95 3.67 3.12
H 5.39 -2.48 -4.45
H 4.17 -0.24 -3.26
H 0.02 -3.44 2.04
H 2.01 -1.06 2.26
H -0.98 5.03 3.24